10 unconnected molecules or ions with the total composition C42H112B3F12N7O14. Source: the Open Molecules 2025 dataset; level of theory: ωB97M-V with the def2-TZVPD basis set.

Last column: Löwdin charge in e.
Element x y z (Å)
C: 0.713 0.454 -4.035  -0.0516
O: 1.805 0.647 -4.956  -0.1876
C: 1.927 1.939 -5.563  -0.2038
C: 3.046 1.966 -6.577  -0.0519
N: 4.347 1.400 -5.983  0.0814
H: 4.136 0.457 -5.690  0.1388
H: 5.075 1.304 -6.677  0.1789
C: 5.064 2.025 -4.770  -0.0508
C: 5.878 0.873 -4.142  -0.1483
O: 5.281 -0.482 -4.067  -0.2045
C: 6.012 -1.529 -3.432  -0.0723
H: 0.911 1.124 -3.198  0.0804
H: 0.776 -0.610 -3.806  0.0899
H: -0.269 0.721 -4.424  0.0893
H: 2.107 2.640 -4.748  0.1078
H: 1.042 2.217 -6.135  0.1400
H: 3.351 2.930 -6.983  0.1412
H: 2.763 1.397 -7.463  0.1475
H: 4.337 2.302 -4.007  0.1185
H: 5.703 2.837 -5.118  0.1436
H: 6.233 1.210 -3.168  0.1332
H: 6.734 0.726 -4.800  0.1290
H: 7.099 -1.516 -3.518  0.1082
H: 5.557 -2.493 -3.657  0.0809
H: 5.836 -1.539 -2.357  0.0660
C: -6.129 -3.714 -4.348  -0.1041
O: -4.724 -3.703 -4.322  -0.2038
C: -4.106 -4.379 -3.175  -0.1219
C: -2.640 -4.001 -2.905  -0.0429
N: -2.632 -2.482 -2.716  0.0946
H: -3.485 -2.320 -2.201  0.1078
H: -1.883 -2.242 -2.082  0.1021
C: -2.646 -1.576 -3.982  -0.0308
C: -3.260 -0.180 -3.607  -0.2070
O: -4.415 -0.414 -2.876  -0.1382
C: -4.938 0.792 -2.382  -0.1122
H: -6.433 -3.098 -5.195  0.0909
H: -6.635 -3.434 -3.425  0.0933
H: -6.502 -4.692 -4.655  0.0904
H: -4.180 -5.466 -3.216  0.1450
H: -4.669 -3.973 -2.334  0.1000
H: -1.805 -4.188 -3.580  0.1268
H: -2.355 -4.374 -1.922  0.1117
H: -3.111 -1.981 -4.881  0.1271
H: -1.593 -1.522 -4.257  0.1074
H: -3.500 0.372 -4.516  0.1348
H: -2.394 0.243 -3.098  0.1015
H: -5.245 1.485 -3.165  0.0952
H: -4.351 1.403 -1.696  0.0682
H: -5.887 0.719 -1.850  0.0935
C: 6.148 -5.174 -4.535  -0.1181
O: 5.374 -5.096 -3.389  -0.1796
C: 5.853 -5.689 -2.167  -0.1848
C: 5.206 -5.370 -0.871  -0.0701
N: 4.470 -4.034 -0.880  0.0657
H: 5.017 -3.242 -1.187  0.1415
H: 3.670 -4.035 -1.496  0.1164
C: 3.828 -3.619 0.404  -0.0587
C: 2.948 -2.344 0.176  -0.1370
O: 3.709 -1.361 -0.568  -0.1750
C: 2.936 -0.601 -1.428  -0.1157
H: 7.227 -5.103 -4.400  0.0940
H: 5.954 -4.320 -5.184  0.0828
H: 5.967 -6.089 -5.098  0.1019
H: 6.897 -5.409 -2.025  0.1242
H: 5.887 -6.775 -2.261  0.1437
H: 5.983 -5.438 -0.110  0.1437
H: 4.497 -6.168 -0.651  0.1434
H: 4.698 -3.382 1.017  0.1365
H: 3.300 -4.510 0.741  0.1370
H: 2.672 -1.940 1.150  0.1165
H: 2.035 -2.557 -0.379  0.1150
H: 2.219 -1.050 -2.114  0.0885
H: 3.668 -0.076 -2.041  0.0782
H: 2.333 0.087 -0.835  0.0742
C: -2.073 -7.225 3.801  -0.0567
O: -1.986 -6.215 2.794  -0.1579
C: -0.652 -6.002 2.485  -0.2246
C: -0.324 -4.725 1.655  -0.0436
N: -1.157 -3.488 1.968  0.1079
H: -1.154 -2.728 1.304  0.1212
H: -2.074 -3.887 1.826  0.1064
C: -1.215 -2.901 3.422  -0.0504
C: -0.068 -1.952 3.616  -0.2149
O: 1.279 -2.474 3.477  -0.1662
C: 1.492 -3.355 4.596  -0.0841
H: -1.832 -8.169 3.312  0.1007
H: -3.126 -7.278 4.080  0.1032
H: -1.404 -7.013 4.635  0.0909
H: -0.136 -6.815 1.975  0.1409
H: -0.071 -5.946 3.405  0.0942
H: -0.710 -4.782 0.637  0.1087
H: 0.732 -4.460 1.600  0.1187
H: -1.236 -3.749 4.106  0.1301
H: -2.120 -2.311 3.572  0.1311
H: -0.315 -1.508 4.580  0.1250
H: -0.216 -1.084 2.973  0.1109
H: 0.927 -4.275 4.450  0.0601
H: 1.175 -3.087 5.603  0.1015
H: 2.534 -3.671 4.532  0.0986
C: -0.776 3.431 -1.147  -0.1113
O: -0.400 4.789 -1.107  -0.2000
C: 0.391 5.124 -2.273  -0.1636
C: 0.782 6.614 -2.239  -0.0461
N: 1.823 6.851 -1.192  0.0611
H: 2.435 6.048 -1.215  0.1541
H: 2.479 7.587 -1.410  0.1796
C: 1.441 6.852 0.314  -0.0473
C: 0.711 8.195 0.713  -0.1500
O: -0.502 8.576 -0.015  -0.1870
C: -1.369 9.404 0.783  -0.0792
H: 0.081 2.759 -1.102  0.0698
H: -1.362 3.217 -2.041  0.0993
H: -1.520 3.179 -0.390  0.0854
H: -0.130 4.814 -3.178  0.1357
H: 1.231 4.431 -2.265  0.1156
H: -0.034 7.304 -2.024  0.1399
H: 1.323 6.849 -3.155  0.1463
H: 2.298 6.615 0.944  0.1155
H: 0.768 5.998 0.237  0.1013
H: 1.475 8.966 0.609  0.1287
H: 0.501 8.130 1.780  0.1206
H: -0.895 10.345 1.064  0.0919
H: -1.690 9.036 1.757  0.0922
H: -2.177 9.792 0.164  0.1039
C: -0.106 3.250 7.921  -0.0428
O: 1.283 3.423 7.433  -0.1978
C: 1.742 4.785 7.423  -0.2051
C: 2.818 5.031 6.408  -0.0758
N: 2.358 4.548 5.039  0.0931
H: 2.077 3.578 5.066  0.1539
H: 1.524 5.036 4.746  0.1729
C: 3.404 4.498 3.864  -0.0320
C: 2.856 4.087 2.463  -0.1976
O: 2.043 2.888 2.554  -0.1868
C: 1.704 2.497 1.175  -0.0438
H: -0.227 2.196 8.174  0.0959
H: -0.788 3.480 7.102  0.0659
H: -0.525 3.843 8.734  0.0985
H: 2.074 4.918 8.453  0.1507
H: 0.895 5.442 7.228  0.1276
H: 3.717 4.494 6.709  0.1464
H: 3.106 6.079 6.339  0.1467
H: 4.254 3.899 4.192  0.1429
H: 3.779 5.496 3.636  0.1280
H: 3.724 4.053 1.804  0.1328
H: 2.177 4.821 2.030  0.0839
H: 2.586 2.270 0.577  0.0971
H: 1.121 3.336 0.795  0.0611
H: 0.943 1.717 1.182  0.0859
C: -9.146 -0.605 2.524  -0.1021
O: -7.758 -0.515 2.427  -0.2067
C: -7.107 0.023 3.613  -0.1363
C: -5.563 -0.134 3.364  -0.0424
N: -5.183 0.584 2.073  0.0807
H: -5.906 0.428 1.386  0.1594
H: -5.267 1.569 2.279  0.1695
C: -3.858 0.259 1.383  -0.0356
C: -2.737 1.217 1.922  -0.1758
O: -2.771 1.288 3.360  -0.1817
C: -2.098 2.502 3.761  -0.0901
H: -9.474 -1.429 1.891  0.1017
H: -9.590 0.318 2.152  0.0959
H: -9.543 -0.879 3.502  0.0978
H: -7.465 -0.526 4.484  0.1325
H: -7.435 1.052 3.762  0.1264
H: -5.214 -1.153 3.193  0.1314
H: -4.901 0.284 4.122  0.1211
H: -3.900 0.476 0.316  0.1105
H: -3.670 -0.813 1.438  0.1114
H: -2.809 2.168 1.396  0.1112
H: -1.715 0.880 1.752  0.1063
H: -2.207 2.652 4.835  0.0826
H: -2.529 3.423 3.368  0.0884
H: -1.031 2.568 3.545  0.0743
B: -0.770 -0.725 -0.399  -1.3799
F: 0.319 -0.778 0.453  0.1441
F: -1.144 0.619 -0.499  0.1166
F: -0.510 -1.309 -1.642  0.1357
F: -1.812 -1.402 0.132  0.1829
B: -4.297 -3.855 0.352  -1.3501
F: -3.247 -4.631 -0.016  0.1704
F: -4.355 -2.687 -0.409  0.1122
F: -5.423 -4.677 0.165  0.1275
F: -4.120 -3.387 1.643  0.1242
B: 0.798 -4.665 -2.592  -1.3612
F: 0.061 -4.899 -1.460  0.1476
F: 0.777 -5.766 -3.460  0.1306
F: 0.385 -3.545 -3.248  0.1474
F: 2.081 -4.381 -2.138  0.1149

## Properties
Energy relative to the best compared isomer or geometry (same formula, charge and spin) ... 1.089 eV
Calculated total energy ... -119079.4772 eV
Total charge ... +4